1.
{"formula": "C3H3BrF2O2", "method": "ωB97M-V/def2-TZVPD", "species": ["O", "C", "C", "O", "C", "F", "F", "Br", "H", "H", "H"], "positions_angstrom": [[0.97182, -1.89166, 0.00694], [0.68559, -0.98312, -0.66906], [0.47928, 0.48095, 0.25573], [0.75744, 0.03557, 1.57743], [-0.98938, 0.73947, -0.00778], [-1.53130, 1.78689, 0.68079], [-1.09015, 1.16423, -1.32898], [-2.05796, -0.89649, -0.07869], [0.48795, -0.78728, -1.75236], [1.22252, 1.18929, -0.17895], [1.06419, -0.83785, 1.49492]], "forces_ev_per_a": [[0.90, -2.28, -0.29], [-0.71, 4.64, 0.65], [0.92, -3.59, -0.28], [-1.21, 3.65, -0.90], [-0.31, 1.97, -1.42], [0.27, -1.54, 0.11], [0.52, -0.08, 0.43], [-0.38, 0.50, 0.90], [0.31, -1.04, 0.40], [-0.98, 0.07, 0.57], [0.68, -2.29, -0.17]], "fmax_ev_per_a": 4.74, "e_above_lowest_kj_mol": 44.8, "smiles": "O=C[C@H](O)C(F)(F)Br", "e_tot_ev": -82730.4005, "lumo_energy_ev": 0.15}

2.
{"formula": "C3H3BrNO2", "method": "ωB97M-V/def2-TZVPD", "species": ["C", "C", "C", "N", "O", "O", "Br", "H", "H", "H"], "positions_angstrom": [[-1.18314, 0.35857, 0.05732], [-1.70691, 1.26278, 1.01900], [-0.34085, -0.44795, -0.58556], [1.96171, -0.66485, -0.62719], [-2.14663, 1.53875, 2.06715], [-1.39740, 1.79333, -0.25398], [2.78858, -2.23806, 0.02568], [-0.27711, -1.54401, -0.46817], [2.15564, -0.00054, 0.24890], [0.14612, -0.05803, -1.48315]], "forces_ev_per_a": [[0.37, 0.16, 0.33], [0.96, -1.79, -3.15], [-0.11, -1.19, -0.66], [0.82, 2.21, 2.33], [-0.48, 1.06, 1.00], [-0.48, 0.80, 1.82], [0.15, -0.56, 0.15], [-0.12, 0.97, 0.30], [-0.44, -1.50, -2.25], [-0.66, -0.16, 0.12]], "fmax_ev_per_a": 3.75, "e_above_lowest_kj_mol": 633.3, "total_charge": -1, "e_tot_ev": -78783.5825, "lumo_energy_ev": [3.70, 3.70]}

3.
{"formula": "C3H3BrO", "method": "ωB97M-V/def2-TZVPD", "species": ["C", "C", "C", "O", "Br", "H", "H", "H"], "positions_angstrom": [[0.69924, -0.26829, 0.67033], [0.07037, 0.73143, 0.90616], [-1.27193, -1.97563, 0.04710], [-1.46494, -2.53099, 1.02709], [-1.20734, 0.25497, -2.74286], [1.54395, -0.88277, 0.78715], [-1.28727, -0.28291, -1.54428], [-0.73620, 1.38692, 0.78659]], "forces_ev_per_a": [[0.82, 1.19, 1.03], [-0.36, -0.92, -0.88], [-0.69, -1.39, 1.83], [0.37, 0.99, -1.81], [0.18, 1.55, -3.31], [0.29, -0.85, -0.33], [-0.15, -1.48, 3.15], [-0.46, 0.92, 0.30]], "fmax_ev_per_a": 3.66, "e_above_lowest_kj_mol": 205.4, "e_tot_ev": -75246.4017, "lumo_energy_ev": 0.62}

4.
{"formula": "C3H3BrO", "method": "ωB97M-V/def2-TZVPD", "species": ["C", "C", "C", "Br", "O", "H", "H", "H"], "positions_angstrom": [[-0.85996, -0.80780, -0.09946], [0.09189, 0.31024, 0.01964], [1.28337, 0.82225, -0.29619], [2.86463, 1.03161, 0.58194], [-0.02793, 1.59110, 0.19684], [-1.43478, -0.77436, -1.13862], [-1.67468, -0.60876, 0.61433], [-0.24254, -1.56428, 0.12152]], "forces_ev_per_a": [[-3.09, 4.05, -1.55], [0.46, 0.34, -1.52], [0.04, -1.04, -0.59], [0.54, 0.02, 0.49], [-1.39, 1.26, 0.74], [1.76, -0.32, 1.96], [0.40, -0.48, 0.09], [1.28, -3.83, 0.39]], "fmax_ev_per_a": 5.32, "e_above_lowest_kj_mol": 355.9, "smiles": "CC1=C(Br)O1", "e_tot_ev": -75244.8412, "lumo_energy_ev": 0.06}

5.
{"formula": "C3H3BrO", "method": "ωB97M-V/def2-TZVPD", "species": ["C", "C", "C", "O", "Br", "H", "H", "H"], "positions_angstrom": [[-0.22635, -0.31851, -0.31580], [-0.12813, 0.49489, 0.78270], [-1.16789, 0.95507, 1.64626], [-2.46404, -0.07967, 1.66448], [-1.10724, 2.24223, 2.97687], [0.62055, -0.54763, -0.81195], [-1.12005, -0.73927, -0.52385], [0.79788, 1.06347, 1.11375]], "forces_ev_per_a": [[0.14, 3.02, 4.53], [1.73, 1.62, -0.38], [-8.19, -7.27, 0.32], [6.92, 6.16, -0.02], [0.14, -0.38, -0.79], [2.56, -0.72, -1.75], [-2.78, -1.23, -0.84], [-0.52, -1.19, -1.08]], "fmax_ev_per_a": 10.96, "e_above_lowest_kj_mol": 387.7, "smiles": "C=CC(=O)Br", "e_tot_ev": -75244.5122, "lumo_energy_ev": [-1.74, -1.74]}

6.
{"formula": "C3H3BrO", "method": "ωB97M-V/def2-TZVPD", "species": ["C", "C", "C", "O", "H", "H", "Br", "H"], "positions_angstrom": [[-0.08199, 1.54467, 1.06950], [0.66818, 0.72291, 0.37971], [1.77688, 0.08217, 0.24552], [2.59515, -0.70764, 0.10264], [-1.13478, 1.55130, 0.80702], [0.20029, 2.16142, 1.90180], [-2.37862, -3.04286, -1.83323], [-1.64511, -2.31197, -2.67296]], "forces_ev_per_a": [[-0.99, -0.32, -0.38], [0.13, 0.41, -0.12], [-0.99, 0.28, 0.66], [1.58, -0.93, -0.55], [-0.15, 0.33, 0.14], [0.43, 0.22, 0.22], [-1.53, -1.52, 1.75], [1.54, 1.53, -1.74]], "fmax_ev_per_a": 2.78, "e_above_lowest_kj_mol": 173.4, "smiles": "C=C=C=O.Br", "e_tot_ev": -75246.7325, "lumo_energy_ev": -0.51}

7.
{"formula": "C3H3BrO", "method": "ωB97M-V/def2-TZVPD", "species": ["C", "C", "C", "O", "Br", "H", "H", "H"], "positions_angstrom": [[0.48165, -1.93794, 1.06173], [0.73601, -1.27992, 0.06585], [-1.41242, 1.33371, 0.56420], [-1.24169, 0.98069, 1.62277], [-0.06960, 2.10986, -2.87650], [0.20575, -2.26754, 2.05372], [0.28557, 2.05763, -1.56062], [1.01473, -0.99650, -0.93114]], "forces_ev_per_a": [[0.15, 1.62, -0.83], [-0.17, -1.84, 1.07], [0.14, -0.22, 0.70], [-0.19, 0.26, -0.60], [-0.38, 0.05, -1.61], [0.19, -0.05, -0.63], [0.38, -0.05, 1.57], [-0.12, 0.23, 0.33]], "fmax_ev_per_a": 2.14, "e_above_lowest_kj_mol": 169.6, "e_tot_ev": -75246.7723, "lumo_energy_ev": 0.77}

8.
{"formula": "C3H3BrO2", "method": "ωB97M-V/def2-TZVPD", "species": ["C", "C", "C", "O", "O", "Br", "H", "H", "H"], "positions_angstrom": [[-0.97206, -0.13395, 1.60268], [0.42464, 0.31735, -0.81609], [-0.07254, -0.10501, 0.50148], [-2.14473, 0.20686, 1.47906], [1.21168, -0.14116, 0.34109], [-1.04263, -3.36026, 0.04324], [-0.47187, -0.46442, 2.49321], [0.28103, -0.20978, -1.68247], [0.49443, 1.30009, -1.16915]], "forces_ev_per_a": [[-0.64, 0.26, -0.92], [-1.47, 0.27, 2.28], [-0.47, 0.33, -2.03], [0.55, -0.20, 0.37], [1.33, -0.27, -0.29], [0.18, 0.62, 0.12], [-0.07, -0.26, 1.07], [0.15, -2.70, -1.43], [0.46, 1.94, 0.82]], "fmax_ev_per_a": 3.06, "e_above_lowest_kj_mol": 391.7, "e_tot_ev": -77292.2045, "lumo_energy_ev": [-1.43, -3.38]}

> What is the formula in the second record?

C3H3BrNO2